Below is a single C6H6S molecule, with properties calculated with ωB97M-V/def2-TZVPD.

Summary:
Gap between HOMO and LUMO: 7.65 eV
Total charge: 0
Energy above the lowest of the compared OMol25 structures with the same formula, charge and spin: 121.63 kcal per mole

Each line ends with the natural charge from an NBO analysis.
Geometry (Å):
C  -1.264  0.077  1.723  -0.181
C  -2.638  0.154  1.645  -0.272
C  -1.967  -0.874  -2.035  -0.390
C  -1.910  -0.097  -0.997  -0.415
C  -0.058  0.170  1.826  0.091
C  1.306  0.300  1.585  -0.711
S  -3.279  -0.030  0.111  0.465
H  -2.993  -1.411  -2.169  0.212
H  -1.098  -0.967  -2.738  0.223
H  -0.987  0.560  -0.631  0.237
H  1.464  0.456  0.525  0.231
H  1.970  -0.536  1.926  0.260
H  1.682  1.085  2.240  0.250

Below is a single C4H9NO2 molecule, with properties calculated with ωB97M-V/def2-TZVPD.

Summary:
SMILES: C=C[C@@](C)([O-])[NH2+]O
Gap between HOMO and LUMO (spin up / spin down): 9.52 / 9.52 eV
Total charge: 0
Energy above the lowest of the compared OMol25 structures with the same formula, charge and spin: 142.71 kcal per mole

Each line ends with the natural charge from an NBO analysis.
Geometry (Å):
C  2.160  -0.418  0.353  -0.324
C  1.072  0.251  0.750  -0.458
C  -0.655  -0.186  0.307  0.578
C  -0.656  -1.417  -0.561  -0.698
O  -1.416  -0.043  1.263  -0.701
N  -0.733  1.309  -0.735  -0.454
O  -1.510  2.233  0.007  -0.570
H  3.101  -0.374  0.895  0.202
H  2.189  -0.951  -0.593  0.185
H  1.090  0.760  1.713  0.218
H  0.131  -1.418  -1.315  0.212
H  -0.557  -2.301  0.068  0.248
H  -1.616  -1.470  -1.082  0.226
H  -1.242  1.089  -1.593  0.393
H  0.394  1.219  -0.290  0.455
H  -1.753  1.718  0.814  0.488

Below is a gas-phase ion, C3H8NS (charge -1), with properties calculated with ωB97M-V/def2-TZVPD.

Summary:
SMILES: CNCC[S-]
Gap between HOMO and LUMO: 6.01 eV
Total charge: -1
Energy above the lowest of the compared OMol25 structures with the same formula, charge and spin: 40.91 kcal per mole

Each line ends with the natural charge from an NBO analysis.
Geometry (Å):
C  -1.024  -0.833  1.232  -0.437
N  0.413  -0.692  0.748  -0.651
C  0.624  -0.343  -0.679  -0.246
C  0.448  1.147  -0.917  -0.579
S  1.139  1.650  -2.468  -0.701
H  -1.728  -0.656  0.327  0.198
H  -1.331  -0.158  2.119  0.172
H  -1.129  -1.864  1.753  0.169
H  0.811  0.009  1.309  0.346
H  1.714  -0.541  -0.829  0.191
H  0.159  -0.947  -1.447  0.204
H  0.647  1.992  -0.271  0.205
H  -0.743  1.238  -0.878  0.128

Below is a single C4H6O2 molecule, with properties calculated with ωB97M-V/def2-TZVPD.

Summary:
SMILES: CC(=O)CC=O
Gap between HOMO and LUMO: 10.47 eV
Total charge: 0
Energy above the lowest of the compared OMol25 structures with the same formula, charge and spin: 18.04 kcal per mole

Each line ends with the natural charge from an NBO analysis.
Geometry (Å):
C  1.731  0.424  -0.494  -0.721
C  0.272  0.626  -0.158  0.600
O  -0.274  1.697  -0.319  -0.538
C  -0.489  -0.571  0.386  -0.637
C  -1.996  -0.389  0.373  0.442
O  -2.753  -1.196  0.855  -0.510
H  1.800  -0.047  -1.482  0.241
H  2.232  -0.235  0.223  0.226
H  2.233  1.393  -0.535  0.242
H  -0.228  -1.488  -0.161  0.252
H  -0.173  -0.751  1.423  0.263
H  -2.356  0.537  -0.110  0.138

Below is a molecular structure, C28H28AsBINO3PRuS5, with properties calculated with ωB97M-V/def2-TZVPD.

Summary:
Spin multiplicity: 6
Gap between HOMO and LUMO (spin up / spin down): 4.90 / 5.88 eV
<S²>: 8.82
Total charge: -2
Energy above the lowest of the compared OMol25 structures with the same formula, charge and spin: 18.41 kcal per mole

Each line ends with the natural charge from an NBO analysis.
Geometry (Å):
Ru  -0.087  0.329  -1.096  0.671
S  -4.389  3.843  -2.010  -0.740
As  -2.764  3.359  -0.746  0.753
S  -0.263  4.405  -1.658  -0.115
S  -1.584  1.792  -2.061  -0.378
S  -3.376  2.499  1.146  -0.808
C  -3.504  -0.553  -0.631  -0.988
P  -1.857  -1.117  -1.154  1.146
C  -2.102  -1.779  -2.843  -0.366
C  -3.352  -2.172  -3.314  -0.189
C  -3.496  -2.678  -4.598  -0.221
C  -2.387  -2.807  -5.422  -0.219
C  -1.137  -2.424  -4.958  -0.217
C  -0.997  -1.909  -3.678  -0.128
C  -1.662  -2.633  -0.150  -0.251
C  -1.385  -3.884  -0.689  -0.222
C  -1.178  -4.975  0.144  -0.205
C  -1.253  -4.828  1.519  -0.220
C  -1.524  -3.580  2.065  -0.208
C  -1.718  -2.487  1.237  -0.222
H  -4.181  -1.397  -0.492  0.216
H  -3.897  0.149  -1.368  0.269
H  -3.394  0.006  0.301  0.295
H  -4.223  -2.073  -2.681  0.214
H  -4.477  -2.964  -4.956  0.202
H  -2.499  -3.196  -6.427  0.200
H  -0.266  -2.518  -5.594  0.209
H  -0.017  -1.603  -3.325  0.227
H  -1.301  -4.004  -1.761  0.222
H  -0.931  -5.937  -0.288  0.206
H  -1.077  -5.678  2.166  0.199
H  -1.560  -3.453  3.140  0.199
H  -1.884  -1.504  1.660  0.236
I  0.740  6.775  2.981  0.052
C  1.223  5.399  1.461  -0.185
C  2.567  5.339  1.026  -0.257
C  2.937  4.318  0.141  -0.213
C  2.023  3.444  -0.380  -0.091
C  0.575  3.672  -0.152  -0.369
C  0.260  4.590  0.972  -0.198
C  2.519  2.269  -1.202  0.773
O  3.721  2.217  -1.459  -0.687
O  1.660  1.396  -1.565  -0.790
H  3.303  6.024  1.421  0.203
H  3.978  4.162  -0.112  0.238
H  0.045  2.718  -0.057  0.226
H  -0.766  4.622  1.317  0.242
B  2.590  -3.647  -0.773  -0.577
C  1.781  -2.287  -0.770  0.407
N  1.154  -1.317  -0.771  -0.603
H  3.770  -3.395  -0.903  -0.003
H  2.362  -4.205  0.284  -0.004
H  2.167  -4.304  -1.708  -0.006
C  -0.790  1.046  3.778  -0.813
S  -0.109  1.558  2.200  1.318
O  -0.521  0.454  1.263  -1.003
C  1.627  1.248  2.535  -0.187
C  2.343  2.189  3.265  -0.246
C  3.712  2.034  3.405  -0.204
C  4.357  0.964  2.793  -0.212
C  3.634  0.043  2.051  -0.180
C  2.257  0.179  1.922  -0.228
H  -0.593  -0.019  3.893  0.229
H  -1.858  1.252  3.728  0.258
H  -0.320  1.625  4.572  0.226
H  1.843  3.053  3.687  0.221
H  4.281  2.771  3.957  0.204
H  5.433  0.870  2.869  0.204
H  4.135  -0.769  1.542  0.227
H  1.684  -0.515  1.320  0.260

Below is a molecular structure, C9H7NO4, with properties calculated with ωB97M-V/def2-TZVPD.

Summary:
Gap between HOMO and LUMO: 9.73 eV
Total charge: 0
Energy above the lowest of the compared OMol25 structures with the same formula, charge and spin: 117.11 kcal per mole

Each line ends with the natural charge from an NBO analysis.
Geometry (Å):
C  -0.813  -0.122  -2.156  -0.206
C  -1.811  0.269  -1.292  -0.200
C  0.373  -0.672  -1.676  -0.185
C  -1.560  0.267  0.059  -0.268
C  0.708  -0.699  -0.337  -0.283
C  -0.306  -0.178  0.486  0.095
C  -0.790  1.212  2.845  0.814
C  1.156  0.760  2.715  -0.093
C  -0.039  -0.136  2.407  -0.064
N  -0.151  -1.486  2.749  0.509
O  -1.881  1.448  3.131  -0.509
O  0.937  -1.973  2.981  -0.386
O  -1.245  -1.986  2.669  -0.343
O  0.339  1.902  2.875  -0.467
H  -1.039  -0.183  -3.203  0.219
H  -2.637  0.755  -1.777  0.225
H  1.210  -0.949  -2.351  0.216
H  -2.427  0.532  0.862  0.267
H  1.715  -1.033  -0.185  0.246
H  1.595  0.367  3.620  0.210
H  1.789  1.013  1.895  0.206

Below is a molecular structure, C12H30BrN2O4Pb, with properties calculated with ωB97M-V/def2-TZVPD.

Summary:
Gap between HOMO and LUMO: 9.83 eV
Total charge: +1

Each line ends with the natural charge from an NBO analysis.
Geometry (Å):
Pb  0.311  0.900  0.675  1.365
Br  0.244  0.573  -1.915  -0.651
C  -2.261  2.673  -0.643  -0.251
O  -2.061  1.393  -0.024  -0.611
C  -2.986  0.378  -0.396  -0.073
C  -2.647  -0.744  0.553  -0.245
N  -1.275  -1.227  0.489  -0.675
C  -1.026  -2.192  1.572  -0.250
C  -1.886  -3.460  1.573  -0.084
O  -1.809  -4.126  0.341  -0.555
C  -2.774  -5.160  0.241  -0.257
H  -2.748  3.320  0.098  0.191
H  -2.893  2.512  -1.533  0.202
H  -1.312  3.049  -0.935  0.198
H  -2.763  0.005  -1.389  0.196
H  -4.055  0.663  -0.295  0.209
H  -3.299  -1.571  0.259  0.197
H  -2.866  -0.497  1.568  0.201
H  -1.280  -1.649  -0.450  0.400
H  -1.266  -1.699  2.529  0.208
H  0.019  -2.436  1.564  0.220
H  -2.964  -3.313  1.793  0.166
H  -1.656  -4.145  2.390  0.187
H  -2.313  -6.063  0.585  0.186
H  -2.955  -5.280  -0.818  0.197
H  -3.748  -4.934  0.693  0.177
C  1.675  -2.414  -0.557  -0.254
O  1.937  -1.245  0.314  -0.623
C  3.348  -0.843  0.498  -0.076
C  3.578  0.266  -0.508  -0.257
N  2.794  1.484  -0.105  -0.676
C  2.828  2.532  -1.089  -0.259
C  2.258  3.867  -0.543  -0.071
O  0.971  3.649  0.095  -0.581
C  0.171  4.825  -0.001  -0.248
H  2.068  -2.204  -1.597  0.198
H  0.598  -2.582  -0.674  0.207
H  2.221  -3.225  -0.041  0.197
H  4.008  -1.750  0.311  0.210
H  3.521  -0.561  1.530  0.198
H  3.257  -0.137  -1.488  0.231
H  4.667  0.479  -0.577  0.202
H  3.251  1.812  0.757  0.372
H  2.229  2.150  -2.010  0.240
H  3.848  2.797  -1.381  0.194
H  2.124  4.505  -1.472  0.199
H  2.939  4.290  0.123  0.182
H  -0.641  4.821  0.699  0.198
H  -0.140  4.831  -1.036  0.180
H  0.763  5.685  0.229  0.189

Below is a single C2H8N4 molecule, with properties calculated with ωB97M-V/def2-TZVPD.

Summary:
SMILES: CN/N=C/NN
Gap between HOMO and LUMO: 9.03 eV
Total charge: 0
Energy above the lowest of the compared OMol25 structures with the same formula, charge and spin: 55.89 kcal per mole

Each line ends with the natural charge from an NBO analysis.
Geometry (Å):
C  2.173  0.636  -0.046  -0.454
N  1.785  -0.763  -0.180  -0.428
N  0.454  -1.056  0.008  -0.325
C  -0.474  -0.233  -0.244  0.175
N  -1.802  -0.656  -0.256  -0.469
N  -2.738  0.390  -0.005  -0.660
H  1.989  1.194  -0.962  0.195
H  1.722  1.159  0.840  0.177
H  3.282  0.679  0.050  0.209
H  2.307  -1.289  0.529  0.354
H  -0.331  0.821  -0.624  0.167
H  -1.904  -1.527  0.286  0.361
H  -3.657  0.161  -0.417  0.362
H  -2.807  0.486  1.020  0.337

no.,maximum force (eV Å⁻¹)
1,3.70
2,3.04
3,4.25
4,0.49
5,0.70
6,6.88
7,3.69
8,1.72